DFT (ωB97M-V/def2-TZVPD) results for a structure of composition C41H73BaNO7P3Si3.

## Properties
**LUMO energy**: -1.52 eV
**Energy above the lowest of the compared OMol25 structures with the same formula, charge and spin**: 0.000 eV
**Molar mass**: 1006.54 g/mol
**HOMO-LUMO gap**: 7.8455 eV
**Charge**: +1
**Highest occupied orbital energy**: -9.37 eV
**Multiplicity**: 1

Structure (XYZ):
```
129
C41H73BaNO7P3Si3 | the Open Molecules 2025 dataset | ωB97M-V/def2-TZVPD
Ba -0.738 -0.613 -0.624
C 0.520 2.665 5.135
C 0.433 2.377 3.653
C 1.132 3.411 2.799
O 1.079 1.078 3.417
P 0.306 -0.159 2.843
O -0.883 0.184 2.014
C 1.576 -1.088 1.931
P 2.652 -0.359 0.645
O 2.007 -0.385 -0.693
O 3.974 -1.205 0.751
C 4.238 -2.341 -0.144
C 5.048 -1.847 -1.320
C 4.941 -3.384 0.691
O 3.016 1.066 1.138
C 4.264 1.657 1.637
C 5.385 1.515 0.627
C 4.598 1.089 3.001
O -0.134 -1.089 4.020
C 0.579 -1.701 5.138
C 1.800 -0.916 5.572
C 0.880 -3.145 4.792
H 0.065 3.633 5.347
H 1.564 2.701 5.451
H -0.004 1.908 5.719
H -0.608 2.274 3.349
H 2.163 3.536 3.125
H 0.624 4.371 2.899
H 1.120 3.130 1.748
H 1.084 -1.985 1.515
H 2.269 -1.467 2.688
H 3.274 -2.720 -0.490
H 6.006 -1.447 -0.982
H 4.507 -1.074 -1.866
H 5.245 -2.676 -2.000
H 5.883 -2.991 1.076
H 5.155 -4.259 0.078
H 4.322 -3.699 1.532
H 3.989 2.704 1.727
H 5.759 0.496 0.595
H 6.205 2.174 0.916
H 5.051 1.801 -0.372
H 4.863 0.035 2.919
H 3.750 1.200 3.681
H 5.453 1.619 3.421
H -0.165 -1.674 5.932
H 2.579 -0.912 4.806
H 2.213 -1.390 6.462
H 1.549 0.113 5.816
H 1.632 -3.223 4.005
H -0.024 -3.657 4.464
H 1.269 -3.654 5.674
N -2.210 1.016 -3.631
C -1.648 2.164 -4.189
C -1.670 2.385 -5.566
C -1.070 3.510 -6.103
C -0.446 4.440 -5.280
C -0.403 4.219 -3.914
C -0.990 3.083 -3.358
P -0.809 2.618 -1.620
C 0.408 3.798 -0.948
C 1.750 3.424 -0.984
C 2.727 4.281 -0.498
C 2.371 5.513 0.037
C 1.034 5.883 0.089
C 0.057 5.031 -0.403
C -2.354 3.166 -0.820
C -3.380 3.828 -1.486
C -4.551 4.158 -0.810
C -4.699 3.841 0.531
C -3.678 3.179 1.204
C -2.520 2.831 0.530
H -2.626 0.407 -4.317
H -2.857 1.183 -2.872
H -2.170 1.672 -6.211
H -1.097 3.667 -7.173
H 0.016 5.323 -5.702
H 0.108 4.923 -3.270
H 2.029 2.454 -1.384
H 3.771 3.992 -0.540
H 3.134 6.179 0.418
H 0.751 6.841 0.507
H -0.983 5.332 -0.367
H -3.265 4.090 -2.532
H -5.346 4.671 -1.335
H -5.612 4.101 1.051
H -3.795 2.911 2.247
H -1.741 2.283 1.057
C -4.539 0.262 -0.944
O -3.426 -0.615 -1.098
Si -3.682 -2.334 -0.958
C -5.182 -2.725 -2.013
C -4.286 -2.540 0.811
C -2.074 -3.033 -1.362
Si -1.504 -3.044 -3.108
C -0.926 -4.713 -3.748
C -2.793 -2.454 -4.347
C -0.035 -1.838 -3.414
Si -1.136 -4.118 -0.240
C -1.288 -3.707 1.605
C 0.743 -3.904 -0.535
C -1.448 -5.964 -0.363
H -5.286 0.067 -1.719
H -4.202 1.294 -1.029
H -5.005 0.137 0.036
H -6.093 -2.331 -1.555
H -5.291 -3.811 -2.071
H -5.125 -2.350 -3.034
H -5.263 -2.065 0.928
H -3.612 -2.099 1.548
H -4.422 -3.595 1.063
H -1.742 -5.437 -3.696
H -0.081 -5.131 -3.201
H -0.626 -4.624 -4.796
H -3.556 -3.215 -4.526
H -2.309 -2.235 -5.304
H -3.303 -1.553 -4.006
H 0.823 -1.920 -2.736
H -0.355 -0.789 -3.466
H 0.361 -2.062 -4.409
H -1.206 -2.645 1.873
H -0.488 -4.242 2.128
H -2.234 -4.055 2.022
H 1.104 -2.869 -0.611
H 1.052 -4.383 -1.465
H 1.302 -4.385 0.276
H -2.488 -6.183 -0.106
H -0.807 -6.529 0.320
H -1.278 -6.335 -1.374
```

***

DFT (ωB97M-V/def2-TZVPD) results for a cluster of 2 separate species, C2H7OS in total.

## Properties
**LUMO energy**: 4.11 eV
**Energy above the lowest of the compared OMol25 structures with the same formula, charge and spin**: 2.060 eV
**Molar mass**: 79.14 g/mol
**HOMO-LUMO gap**: 5.7212 eV
**Charge**: -1
**Highest occupied orbital energy**: -1.61 eV
**Multiplicity**: 1

Structure (XYZ):
```
11
C2H7OS | the Open Molecules 2025 dataset | ωB97M-V/def2-TZVPD
O 1.618 -2.327 -0.308
H 0.886 -2.796 -0.719
C -1.820 0.372 -0.450
S -0.148 0.438 -0.242
C 0.244 1.467 1.270
H -2.321 1.059 -1.117
H -2.446 -0.379 0.021
H 1.244 -1.425 -0.229
H 1.174 2.014 1.123
H -0.597 2.148 1.401
H 0.331 0.842 2.161
```

***

DFT (ωB97M-V/def2-TZVPD) results for a structure of composition C33H35F5IrN4P2S.

## Properties
**LUMO energy (alpha / beta)**: -6.14 / -9.23 eV
**Energy above the lowest of the compared OMol25 structures with the same formula, charge and spin**: 2.077 eV
**Molar mass**: 868.89 g/mol
**HOMO-LUMO gap (alpha / beta)**: 6.3637 / 3.2743 eV
**Charge**: +2
**Highest occupied orbital energy (alpha / beta)**: -12.50 / -12.50 eV
**Multiplicity**: 6

Structure (XYZ):
```
81
C33H35F5IrN4P2S | the Open Molecules 2025 dataset | ωB97M-V/def2-TZVPD
Ir 2.742 -0.599 -0.705
C 3.406 1.020 0.208
C 2.558 1.364 -0.932
C 3.207 1.896 -2.186
C 4.009 0.792 -2.930
C 3.812 -0.599 -2.388
C 4.554 -1.101 -1.229
C 5.541 -0.251 -0.473
C 4.916 1.033 0.161
C 1.408 -1.286 0.585
H 2.981 1.289 1.180
H 1.546 1.707 -0.701
H 3.866 2.739 -1.918
H 2.441 2.302 -2.862
H 3.659 0.744 -3.972
H 5.069 1.086 -2.936
H 3.484 -1.349 -3.121
H 4.795 -2.161 -1.296
H 6.424 0.011 -1.069
H 5.896 -0.888 0.351
H 5.263 1.057 1.206
H 5.296 1.954 -0.301
H 2.079 -1.605 1.402
H 0.809 -2.126 0.200
H 0.755 -0.481 0.967
P -0.570 -0.328 -1.733
P -1.351 2.116 0.238
N 0.229 -1.392 -3.131
N -2.039 -1.161 -1.849
N 0.821 1.901 2.796
N -2.472 3.155 0.957
C -1.017 1.294 -2.470
C -1.915 2.140 -1.514
C 0.900 -2.596 -2.928
C 0.940 -3.305 -4.129
C 0.213 -2.538 -5.091
C -0.238 -1.396 -4.441
C -2.186 -2.418 -1.223
C -3.312 -3.026 -1.739
C -3.865 -2.151 -2.735
C -3.062 -1.024 -2.795
C 1.503 0.949 3.503
C 2.213 1.536 4.591
C 1.918 2.922 4.546
C 1.043 3.097 3.427
C -2.110 4.247 1.788
C -2.769 4.158 2.988
C -3.596 2.981 2.941
C -3.414 2.398 1.714
H -1.502 1.062 -3.428
H -0.077 1.835 -2.728
H -1.886 3.197 -1.820
H -2.961 1.793 -1.548
H 1.293 -2.865 -1.955
H 1.404 -4.269 -4.291
H 0.015 -2.788 -6.122
H -0.844 -0.576 -4.800
H -1.501 -2.720 -0.450
H -3.693 -3.994 -1.452
H -4.735 -2.335 -3.350
H -3.150 -0.122 -3.384
H 1.450 -0.110 3.256
H 2.846 1.002 5.293
H 2.265 3.705 5.217
H 0.584 4.025 3.083
H -1.444 5.010 1.427
H -2.686 4.834 3.835
H -4.211 2.583 3.734
H -3.915 1.571 1.252
F -5.222 -4.673 3.479
C -4.459 -3.574 3.304
C -3.565 -3.164 4.297
F -3.501 -3.861 5.449
C -2.751 -2.056 4.096
F -1.822 -1.739 5.021
C -2.827 -1.262 2.918
S -1.816 0.053 2.661
C -3.788 -1.680 1.961
F -3.938 -0.936 0.830
C -4.556 -2.827 2.126
F -5.392 -3.227 1.138
```

***

DFT (ωB97M-V/def2-TZVPD) results for the molecule C2H6N4OS.

## Properties
**LUMO energy**: 0.44 eV
**Energy above the lowest of the compared OMol25 structures with the same formula, charge and spin**: 1.934 eV
**Molar mass**: 134.16 g/mol
**SMILES**: [H]/N=C\NSC(=O)NN
**HOMO-LUMO gap**: 10.0098 eV
**Highest occupied orbital energy**: -9.57 eV
**Multiplicity**: 1

Structure (XYZ):
```
14
C2H6N4OS | the Open Molecules 2025 dataset | ωB97M-V/def2-TZVPD
H -0.475 -1.420 1.913
N 0.430 -1.430 2.390
C 1.103 -0.397 2.140
N 0.717 0.743 1.430
S -0.597 0.711 0.380
C 0.279 -0.070 -1.069
O 1.457 -0.302 -1.049
N -0.522 -0.165 -2.154
N -1.899 -0.012 -2.137
H 2.103 -0.329 2.552
H 1.508 1.375 1.194
H -0.122 -0.406 -3.069
H -2.299 -0.297 -1.229
H -2.195 0.980 -2.180
```

***

DFT (ωB97M-V/def2-TZVPD) results for the molecule C3H8N2O.

## Properties
**LUMO energy**: 0.65 eV
**Energy above the lowest of the compared OMol25 structures with the same formula, charge and spin**: 3.802 eV
**Molar mass**: 88.11 g/mol
**SMILES**: CN(C)C(N)=O
**HOMO-LUMO gap**: 9.7777 eV
**Highest occupied orbital energy**: -9.13 eV
**Multiplicity**: 1

Structure (XYZ):
```
14
C3H8N2O | the Open Molecules 2025 dataset | ωB97M-V/def2-TZVPD
C 0.432 -0.992 -0.657
N 0.246 0.348 -0.195
C -0.641 1.156 -1.149
C 0.095 0.539 1.196
N 0.305 -0.510 1.811
O -0.314 1.680 1.685
H 1.496 -1.626 -0.343
H -0.631 -1.529 -0.677
H 0.813 -0.951 -1.757
H -0.030 1.321 -1.893
H -0.929 1.974 -0.609
H -1.639 0.458 -1.356
H 0.451 -1.375 1.028
H 0.346 -0.495 2.917
```

***

DFT (ωB97M-V/def2-TZVPD) results for a cluster of 2 separate species, C39H41N2OP in total.

## Properties
**LUMO energy**: -1.59 eV
**Energy above the lowest of the compared OMol25 structures with the same formula, charge and spin**: 0.591 eV
**Molar mass**: 584.74 g/mol
**HOMO-LUMO gap**: 3.9824 eV
**Highest occupied orbital energy**: -5.58 eV
**Multiplicity**: 1

Structure (XYZ):
```
84
C39H41N2OP | the Open Molecules 2025 dataset | ωB97M-V/def2-TZVPD
C 4.248 -5.693 -0.258
C 2.964 -5.763 -0.815
C 2.042 -4.757 -0.523
C 2.377 -3.665 0.310
C 1.381 -2.611 0.657
C 0.041 -2.840 0.975
C -0.853 -1.768 1.252
C -2.189 -1.887 1.949
C -3.397 -1.407 1.169
C -3.365 -0.660 -0.031
C -4.502 0.057 -0.439
C -5.696 -0.139 0.247
C -5.800 -1.027 1.314
C -4.635 -1.657 1.784
C -0.471 -0.478 0.842
C 0.845 -0.151 0.546
C 1.195 1.255 0.250
C 0.308 2.065 -0.499
C 0.478 3.449 -0.549
C 1.558 4.018 0.133
C 2.493 3.234 0.816
C 2.324 1.850 0.831
C 1.860 -1.198 0.754
O 3.028 -0.908 1.108
C 3.688 -3.628 0.828
C 4.615 -4.633 0.571
H 4.960 -6.483 -0.458
H 2.672 -6.585 -1.472
H 1.042 -4.775 -0.957
H -0.320 -3.870 1.020
H -2.316 -2.857 2.425
H -2.482 -0.674 -0.675
H -4.436 0.712 -1.306
H -6.576 0.393 -0.048
H -6.751 -1.273 1.784
H -4.646 -2.418 2.567
H -1.230 0.297 0.737
H -0.502 1.574 -1.032
H -0.236 4.047 -1.118
H 1.671 5.096 0.129
H 3.359 3.663 1.326
H 3.037 1.189 1.323
H 3.952 -2.777 1.442
H 5.608 -4.555 1.013
C 0.921 0.917 4.338
C -0.114 0.539 5.423
C 0.213 -0.879 5.941
C 0.014 1.519 6.614
N -1.522 0.564 4.871
P -2.428 -0.807 4.865
H -2.265 -1.302 2.833
N -3.830 0.051 4.947
C -5.059 -0.550 5.599
C -5.524 0.316 6.789
C -4.728 -1.964 6.126
C -6.235 -0.652 4.612
C -3.642 1.434 4.725
C -2.286 1.740 4.694
C -1.851 3.044 4.582
C -2.807 4.058 4.511
C -4.168 3.752 4.541
C -4.595 2.428 4.644
H 0.723 1.926 3.929
H 1.955 0.922 4.761
H 0.889 0.168 3.525
H -0.486 -1.142 6.755
H 0.146 -1.627 5.131
H 1.244 -0.849 6.340
H -0.712 1.248 7.403
H 1.039 1.412 7.023
H -0.142 2.575 6.323
H -5.843 1.330 6.481
H -6.394 -0.201 7.243
H -4.722 0.394 7.546
H -4.388 -2.631 5.316
H -3.948 -1.892 6.905
H -5.657 -2.366 6.572
H -5.966 -1.330 3.790
H -7.140 -1.068 5.111
H -6.497 0.340 4.202
H -0.801 3.257 4.539
H -2.478 5.088 4.388
H -4.908 4.543 4.444
H -5.636 2.175 4.651
```

***

DFT (ωB97M-V/def2-TZVPD) results for a cluster of 2 separate species, C6H7I in total.

## Properties
**LUMO energy**: 0.51 eV
**Energy above the lowest of the compared OMol25 structures with the same formula, charge and spin**: 3.728 eV
**Molar mass**: 206.03 g/mol
**SMILES**: C#CCC.C#CI
**HOMO-LUMO gap**: 9.8203 eV
**Highest occupied orbital energy**: -9.31 eV
**Multiplicity**: 1

Structure (XYZ):
```
14
C6H7I | the Open Molecules 2025 dataset | ωB97M-V/def2-TZVPD
C -0.584 -1.424 -0.446
C 0.264 -0.605 -0.122
C 1.346 0.035 0.583
C 2.624 0.318 -0.322
H -1.143 -1.940 -1.230
H 1.037 1.031 0.839
H 1.490 -0.634 1.371
H 2.566 1.283 -0.838
H 2.721 -0.453 -1.022
H 3.493 0.302 0.263
C -2.756 0.999 0.186
C -3.774 0.365 0.220
I -5.551 -0.492 0.060
H -1.734 1.213 0.458
```

***

DFT (ωB97M-V/def2-TZVPD) results for a cluster of 2 separate species, C3H4BrNO2 in total.

## Properties
**LUMO energy**: 0.29 eV
**Energy above the lowest of the compared OMol25 structures with the same formula, charge and spin**: 4.792 eV
**Molar mass**: 165.97 g/mol
**HOMO-LUMO gap**: 9.1162 eV
**Highest occupied orbital energy**: -8.83 eV
**Multiplicity**: 1

Structure (XYZ):
```
11
C3H4BrNO2 | the Open Molecules 2025 dataset | ωB97M-V/def2-TZVPD
C -1.689 1.185 -0.044
C -0.645 0.378 0.122
C 2.424 -0.632 -0.054
N 3.275 -0.024 0.540
O 2.077 -1.646 -0.485
O -3.016 1.011 -0.313
Br -1.154 -1.703 0.174
H -1.564 2.317 -0.110
H 0.124 -1.983 -0.166
H 3.307 1.066 0.562
H -3.138 0.032 -0.226
```

***

DFT (ωB97M-V/def2-TZVPD) results for a structure of composition C23H33NO7.

## Properties
**LUMO energy**: -0.16 eV
**Energy above the lowest of the compared OMol25 structures with the same formula, charge and spin**: 25.650 eV
**Molar mass**: 435.52 g/mol
**HOMO-LUMO gap**: 8.5793 eV
**Highest occupied orbital energy**: -8.74 eV
**Multiplicity**: 1

Structure (XYZ):
```
64
C23H33NO7 | the Open Molecules 2025 dataset | ωB97M-V/def2-TZVPD
C 5.761 0.664 1.989
H 5.619 -0.403 1.879
H 4.946 1.324 1.788
H 6.220 0.862 2.839
C 6.690 0.846 0.616
C 6.988 2.414 0.898
H 7.403 2.601 1.977
H 6.137 3.145 0.604
H 7.702 2.787 -0.028
C 6.088 0.674 -0.612
H 6.648 1.315 -1.362
C 5.748 -0.678 -0.984
H 5.750 -1.125 -2.072
O 4.802 -1.272 -0.134
C 3.489 -1.076 -0.644
C 3.032 -0.379 -1.517
C 1.797 -0.286 -1.846
C 0.753 -0.661 -0.952
C 1.287 -1.214 0.034
C 2.487 -1.497 0.469
H 2.784 -2.100 1.133
H 0.313 -1.594 0.937
N -0.590 -0.299 -1.179
C -1.260 0.450 -1.941
O -0.666 1.301 -3.163
C -2.652 0.409 -1.958
C -3.050 1.192 -0.836
O -4.372 1.950 -0.908
C -4.814 2.242 0.524
C -6.129 1.820 0.825
H -6.241 0.887 0.665
H -6.877 2.270 -0.096
H -6.381 2.244 1.772
C -4.596 3.671 0.466
H -5.311 4.206 -0.184
H -3.521 4.283 0.243
H -4.731 4.133 1.334
O -3.801 1.698 1.583
C -2.975 0.860 0.609
H -2.069 0.993 1.118
C -3.403 -0.699 0.816
O -2.602 -1.506 1.105
C -3.084 -2.878 0.458
C -1.962 -3.729 -0.328
H -1.802 -3.000 -1.353
H -0.853 -3.732 0.231
H -2.197 -4.690 -0.552
C -3.360 -3.802 1.654
H -4.159 -2.973 2.104
H -2.783 -3.883 2.287
H -3.979 -4.487 1.197
O -4.078 -2.481 -0.466
C -3.884 -1.100 -0.756
O -3.109 -1.022 -1.621
H -4.966 -0.883 -0.783
H -4.192 -0.587 1.666
H -2.422 2.189 -1.016
H -3.270 0.766 -2.822
H -1.149 -0.842 -0.579
H 1.613 0.421 -2.480
H 3.891 -0.030 -2.427
H 6.783 -1.340 -0.459
H 5.136 1.238 -0.746
H 7.427 0.395 0.982
```

***

DFT (ωB97M-V/def2-TZVPD) results for the molecule C11H16N4O2.

## Properties
**LUMO energy**: 0.80 eV
**Energy above the lowest of the compared OMol25 structures with the same formula, charge and spin**: 14.038 eV
**Molar mass**: 236.28 g/mol
**SMILES**: COc1ccc(/C(C)=N/N=C(N)N)c(OC)c1
**HOMO-LUMO gap**: 7.2916 eV
**Highest occupied orbital energy**: -6.49 eV
**Multiplicity**: 1

Structure (XYZ):
```
33
C11H16N4O2 | the Open Molecules 2025 dataset | ωB97M-V/def2-TZVPD
C 4.642 -0.078 -2.572
O 3.293 -0.825 -2.537
C 2.415 -0.317 -1.778
C 2.480 1.023 -1.081
C 1.459 1.141 -0.277
C 0.412 0.306 -0.188
C -0.816 0.696 0.582
C -2.416 0.475 0.128
N -0.561 1.537 1.693
N -1.479 1.991 2.418
C -2.477 1.365 3.188
N -3.197 1.979 3.980
N -2.368 -0.115 3.369
C 0.154 -0.808 -1.135
O -0.966 -1.833 -1.035
C -0.955 -2.898 -1.840
C 1.299 -1.167 -1.892
H 4.340 1.009 -2.957
H 5.100 0.135 -1.781
H 5.271 -0.606 -3.319
H 3.227 1.392 -1.096
H 1.373 2.016 0.375
H -2.573 -0.353 0.537
H -2.529 0.340 -1.044
H -2.885 1.177 0.499
H -3.129 3.135 3.754
H -3.276 1.591 4.884
H -2.547 -0.492 4.326
H -1.726 -0.454 2.780
H -0.808 -2.473 -2.756
H -0.178 -3.623 -1.343
H -1.933 -3.225 -1.540
H 1.353 -2.040 -2.343
```

***

DFT (ωB97M-V/def2-TZVPD) results for a cluster of 2 separate species, C2H2N2O in total.

## Properties
**LUMO energy**: 0.47 eV
**Energy above the lowest of the compared OMol25 structures with the same formula, charge and spin**: 0.546 eV
**Molar mass**: 70.05 g/mol
**SMILES**: N=C=O.C#N
**HOMO-LUMO gap**: 12.1700 eV
**Highest occupied orbital energy**: -11.70 eV
**Multiplicity**: 1

Structure (XYZ):
```
7
C2H2N2O | the Open Molecules 2025 dataset | ωB97M-V/def2-TZVPD
N 1.016 -0.905 0.032
C 1.458 0.221 -0.144
O 1.742 1.339 -0.320
H 1.604 -1.713 0.165
C -1.927 0.324 0.082
N -2.593 1.267 0.075
H -1.283 -0.539 0.086
```

***

The highest energy above the lowest of the compared OMol25 structures with the same formula, charge and spin belongs to which entry? C23H33NO7

***

multiplicity of number 3 (C33H35F5IrN4P2S)? 6

***

Number 11 is which compound? C2H2N2O